This record from OMol25 describes 14 unconnected molecules or ions with the total composition C56H154N14O14. The level of theory is ωB97M-V/def2-TZVPD.

Each line ends with the Löwdin charge.
Geometry (Å):
1 C -26.062 -14.474 -7.921  -0.064
2 C -27.534 -14.760 -7.554  -0.407
3 C -27.659 -16.134 -6.823  -0.177
4 O -27.166 -17.231 -7.655  -0.186
5 C -27.409 -18.498 -7.049  -0.132
6 N -28.176 -13.609 -6.814  0.033
7 H -25.675 -15.433 -8.266  0.064
8 H -25.472 -14.281 -7.025  0.074
9 H -25.927 -13.745 -8.720  0.076
10 H -28.072 -14.735 -8.502  0.131
11 H -28.736 -16.228 -6.687  0.111
12 H -27.181 -16.175 -5.844  0.122
13 H -27.024 -18.735 -6.057  0.085
14 H -26.955 -19.218 -7.729  0.081
15 H -28.421 -18.896 -7.118  0.080
16 H -29.124 -13.945 -6.725  0.052
17 H -27.808 -13.582 -5.874  0.057
18 C -17.649 -22.325 -14.110  -0.066
19 C -19.037 -21.901 -13.708  -0.485
20 C -19.983 -22.954 -13.185  -0.243
21 O -21.282 -22.520 -13.156  -0.200
22 C -22.262 -23.475 -12.744  -0.078
23 N -18.975 -20.775 -12.852  0.043
24 H -17.091 -21.554 -14.641  0.076
25 H -17.613 -23.137 -14.837  0.076
26 H -17.129 -22.622 -13.199  0.081
27 H -19.503 -21.594 -14.644  0.133
28 H -19.721 -23.394 -12.222  0.134
29 H -20.064 -23.779 -13.892  0.122
30 H -22.196 -23.698 -11.679  0.087
31 H -22.048 -24.343 -13.367  0.082
32 H -23.289 -23.175 -12.955  0.087
33 H -19.908 -20.608 -12.504  0.071
34 H -18.704 -19.934 -13.341  0.080
35 C -22.449 -34.234 -10.130  -0.100
36 C -22.173 -32.909 -9.495  -0.436
37 C -20.925 -32.148 -10.107  -0.172
38 O -19.686 -32.869 -10.126  -0.210
39 C -19.028 -32.914 -8.819  -0.078
40 N -23.398 -32.185 -9.776  0.014
41 H -22.517 -34.123 -11.213  0.083
42 H -23.325 -34.769 -9.762  0.086
43 H -21.565 -34.864 -10.037  0.075
44 H -22.149 -33.133 -8.428  0.131
45 H -20.733 -31.149 -9.715  0.116
46 H -21.149 -32.010 -11.164  0.119
47 H -18.119 -33.467 -9.052  0.087
48 H -19.643 -33.420 -8.074  0.077
49 H -18.811 -31.924 -8.417  0.080
50 H -23.644 -32.491 -10.706  0.059
51 H -24.145 -32.526 -9.187  0.071
52 C -39.104 -29.643 -2.518  -0.051
53 C -40.631 -29.238 -2.484  -0.422
54 C -40.838 -28.421 -1.291  -0.278
55 O -40.666 -29.180 -0.126  -0.184
56 C -41.506 -28.896 1.062  -0.055
57 N -40.973 -28.493 -3.713  0.036
58 H -38.439 -28.785 -2.416  0.076
59 H -38.839 -30.097 -3.473  0.065
60 H -38.848 -30.317 -1.701  0.073
61 H -41.145 -30.196 -2.543  0.138
62 H -41.821 -27.951 -1.301  0.116
63 H -40.342 -27.451 -1.288  0.129
64 H -42.530 -29.254 0.957  0.081
65 H -41.560 -27.832 1.292  0.077
66 H -41.037 -29.329 1.945  0.081
67 H -40.339 -28.895 -4.388  0.051
68 H -41.867 -28.801 -4.067  0.066
69 C -17.825 -30.345 4.788  -0.079
70 C -17.965 -31.573 3.871  -0.365
71 C -18.313 -31.398 2.359  -0.239
72 O -19.532 -30.769 2.290  -0.189
73 C -20.065 -30.794 0.945  -0.088
74 N -16.571 -32.159 3.938  0.005
75 H -18.734 -29.800 5.040  0.072
76 H -17.102 -29.634 4.387  0.075
77 H -17.377 -30.818 5.662  0.067
78 H -18.659 -32.218 4.409  0.135
79 H -18.468 -32.400 1.960  0.116
80 H -17.582 -30.887 1.732  0.125
81 H -19.416 -30.334 0.200  0.084
82 H -20.989 -30.218 0.900  0.083
83 H -20.325 -31.805 0.630  0.084
84 H -16.498 -32.511 4.881  0.054
85 H -15.862 -31.453 3.795  0.060
86 C -29.669 -33.740 -13.735  -0.042
87 C -30.192 -32.230 -13.829  -0.414
88 C -29.513 -31.447 -14.903  -0.214
89 O -28.085 -31.490 -14.652  -0.202
90 C -27.295 -30.886 -15.694  -0.096
91 N -31.628 -32.357 -14.115  0.014
92 H -29.947 -34.324 -14.611  0.071
93 H -30.112 -34.124 -12.815  0.066
94 H -28.586 -33.776 -13.621  0.061
95 H -30.185 -31.710 -12.871  0.138
96 H -29.849 -30.411 -14.879  0.124
97 H -29.795 -31.939 -15.834  0.123
98 H -27.665 -29.879 -15.888  0.079
99 H -27.384 -31.467 -16.612  0.081
100 H -26.238 -30.859 -15.431  0.084
101 H -31.841 -32.408 -15.101  0.062
102 H -32.185 -31.576 -13.799  0.063
103 C -36.675 -22.493 -6.477  -0.062
104 C -36.521 -23.131 -7.900  -0.417
105 C -35.242 -23.929 -8.145  -0.184
106 O -35.318 -24.469 -9.493  -0.192
107 C -34.168 -25.210 -9.825  -0.134
108 N -37.697 -23.942 -8.183  0.023
109 H -36.800 -23.312 -5.768  0.074
110 H -37.447 -21.734 -6.600  0.072
111 H -35.833 -21.860 -6.198  0.064
112 H -36.578 -22.302 -8.605  0.134
113 H -35.075 -24.728 -7.423  0.120
114 H -34.347 -23.312 -8.063  0.120
115 H -33.309 -24.556 -9.974  0.080
116 H -34.371 -25.729 -10.761  0.087
117 H -33.870 -25.936 -9.068  0.081
118 H -38.619 -23.564 -8.347  0.071
119 H -38.006 -24.502 -7.401  0.063
120 C -34.382 -26.871 2.170  -0.063
121 C -34.716 -25.396 2.089  -0.448
122 C -34.181 -24.726 0.816  -0.148
123 O -32.692 -24.793 0.968  -0.225
124 C -31.930 -23.923 0.082  -0.101
125 N -36.146 -25.209 2.266  0.026
126 H -34.768 -27.366 1.280  0.074
127 H -34.919 -27.386 2.966  0.078
128 H -33.326 -27.139 2.133  0.079
129 H -34.250 -24.837 2.900  0.137
130 H -34.523 -23.692 0.762  0.111
131 H -34.343 -25.229 -0.137  0.121
132 H -32.143 -24.086 -0.975  0.072
133 H -30.847 -23.990 0.177  0.082
134 H -32.300 -22.911 0.243  0.074
135 H -36.560 -24.325 2.007  0.065
136 H -36.716 -25.810 1.688  0.066
137 C -17.465 -15.809 -4.026  -0.078
138 C -17.351 -15.746 -5.549  -0.438
139 C -18.625 -16.256 -6.231  -0.235
140 O -18.841 -17.585 -5.907  -0.182
141 C -20.041 -18.110 -6.451  -0.096
142 N -17.127 -14.367 -5.778  0.012
143 H -17.959 -16.740 -3.751  0.068
144 H -18.009 -14.991 -3.553  0.073
145 H -16.528 -15.763 -3.471  0.074
146 H -16.480 -16.302 -5.896  0.146
147 H -18.468 -16.077 -7.294  0.124
148 H -19.486 -15.649 -5.950  0.127
149 H -20.052 -19.200 -6.446  0.088
150 H -20.150 -17.808 -7.492  0.083
151 H -20.894 -17.698 -5.912  0.086
152 H -17.799 -13.837 -5.242  0.068
153 H -16.223 -14.103 -5.415  0.077
154 C -24.497 -15.898 4.527  -0.070
155 C -24.711 -17.331 4.123  -0.478
156 C -24.053 -17.752 2.761  -0.144
157 O -24.319 -19.178 2.448  -0.205
158 C -23.819 -19.596 1.152  -0.110
159 N -24.216 -18.156 5.206  0.030
160 H -25.055 -15.386 3.743  0.079
161 H -23.429 -15.692 4.597  0.084
162 H -24.965 -15.781 5.505  0.079
163 H -25.773 -17.555 4.021  0.130
164 H -22.996 -17.491 2.820  0.121
165 H -24.495 -17.197 1.933  0.116
166 H -22.765 -19.387 0.971  0.079
167 H -24.310 -19.165 0.280  0.076
168 H -23.939 -20.676 1.058  0.080
169 H -24.993 -18.238 5.846  0.073
170 H -24.139 -19.082 4.809  0.060
171 C -29.556 -29.116 -4.628  -0.080
172 C -28.405 -29.694 -5.440  -0.452
173 C -27.126 -29.382 -4.591  -0.156
174 O -26.883 -27.936 -4.417  -0.196
175 C -26.329 -27.324 -5.572  -0.127
176 N -28.557 -31.107 -5.604  0.032
177 H -29.853 -29.649 -3.725  0.081
178 H -30.436 -29.026 -5.265  0.072
179 H -29.353 -28.089 -4.323  0.072
180 H -28.315 -29.158 -6.384  0.131
181 H -26.295 -29.835 -5.132  0.112
182 H -27.216 -29.859 -3.615  0.122
183 H -25.929 -26.344 -5.310  0.083
184 H -27.044 -27.188 -6.383  0.080
185 H -25.428 -27.799 -5.960  0.084
186 H -28.661 -31.554 -4.705  0.071
187 H -29.488 -31.275 -5.957  0.071
188 C -23.458 -25.078 4.703  -0.073
189 C -24.761 -25.737 4.219  -0.462
190 C -25.001 -27.063 4.957  -0.164
191 O -26.318 -27.674 4.711  -0.203
192 C -26.514 -28.131 3.381  -0.110
193 N -25.855 -24.812 4.499  0.043
194 H -23.083 -24.329 4.005  0.071
195 H -22.636 -25.794 4.681  0.074
196 H -23.630 -24.626 5.679  0.082
197 H -24.594 -25.855 3.149  0.123
198 H -24.836 -26.935 6.027  0.125
199 H -24.192 -27.760 4.738  0.116
200 H -25.881 -28.968 3.088  0.088
201 H -26.507 -27.195 2.823  0.077
202 H -27.523 -28.538 3.313  0.084
203 H -25.740 -23.972 3.950  0.070
204 H -26.690 -25.183 4.067  0.061
205 C -29.007 -39.703 -7.652  -0.068
206 C -29.891 -40.916 -7.449  -0.453
207 C -29.804 -41.972 -8.551  -0.171
208 O -30.085 -41.562 -9.920  -0.213
209 C -31.344 -40.892 -10.220  -0.082
210 N -29.704 -41.327 -6.050  0.029
211 H -27.946 -39.818 -7.430  0.080
212 H -29.363 -38.870 -7.046  0.077
213 H -28.996 -39.437 -8.709  0.073
214 H -30.918 -40.555 -7.508  0.117
215 H -30.505 -42.787 -8.371  0.114
216 H -28.836 -42.467 -8.622  0.126
217 H -31.329 -40.582 -11.265  0.084
218 H -31.381 -39.952 -9.670  0.071
219 H -32.185 -41.550 -10.005  0.085
220 H -30.074 -40.568 -5.496  0.067
221 H -30.311 -42.102 -5.824  0.064
222 C -35.275 -36.363 -6.119  -0.066
223 C -35.053 -36.243 -7.649  -0.398
224 C -36.242 -36.719 -8.625  -0.168
225 O -36.442 -38.140 -8.504  -0.198
226 C -37.626 -38.575 -9.118  -0.132
227 N -34.580 -34.928 -8.116  0.026
228 H -35.602 -37.360 -5.825  0.072
229 H -36.059 -35.733 -5.699  0.064
230 H -34.397 -36.068 -5.544  0.071
231 H -34.272 -36.993 -7.779  0.123
232 H -35.865 -36.469 -9.617  0.110
233 H -37.173 -36.205 -8.388  0.117
234 H -38.481 -38.135 -8.606  0.087
235 H -37.609 -39.641 -8.893  0.086
236 H -37.691 -38.539 -10.206  0.086
237 H -34.459 -34.952 -9.119  0.058
238 H -35.395 -34.336 -8.041  0.063

Values from the calculation:
- Spin multiplicity: 1
- Charge: 0
- E_HOMO: -0.32863 hartree
- LUMO level: 0.014 Ha